Arrangement A

{"formula": "C8H19NO", "method": "the ωB97M-V functional and the def2-TZVPD basis", "orbital_gap_ev": 9.87, "spin_multiplicity": 1, "total_charge": 0, "e_homo_ev": -9.140, "symbols": ["H", "N", "C", "H", "H", "O", "H", "H", "H", "C", "H", "C", "H", "C", "H", "C", "H", "H", "C", "H", "C", "H", "C", "H", "H", "H", "H", "H", "H"], "xyz": [[-1.267, 0.617, 1.590], [1.309, 0.637, -0.137], [-0.974, 1.198, 0.801], [1.741, -0.723, 1.569], [-3.089, -0.785, -0.009], [0.691, 2.849, -0.106], [-1.531, 0.679, -0.025], [-2.477, -3.690, 0.954], [1.485, 1.762, -2.884], [1.292, -0.714, 0.515], [0.924, -0.065, -3.045], [0.428, 1.608, 0.289], [-1.884, -2.474, 2.792], [-1.524, -1.851, 1.996], [3.348, 0.438, -0.973], [-1.896, -2.568, 0.743], [-2.054, -0.826, 2.042], [2.609, 2.068, -1.241], [-2.775, -1.775, -0.306], [2.436, 0.200, -3.409], [2.277, 0.897, -1.149], [-0.457, -1.599, 2.166], [1.775, 0.693, -2.615], [2.022, -1.501, 0.194], [-3.677, -2.356, -0.338], [0.365, -1.192, 0.377], [-1.566, 1.895, 1.304], [-1.094, -3.142, 0.193], [-2.149, -1.485, -1.100]], "mulliken_charge": [0.196, 0.221, -0.966, 0.352, 0.336, -0.680, 0.153, 0.352, 0.242, -0.783, 0.206, 0.605, 0.388, -0.835, 0.399, -0.294, 0.207, 0.315, -1.085, 0.315, -0.669, 0.150, -0.883, 0.376, 0.328, 0.005, 0.366, 0.386, 0.296]}

---

Arrangement B

{"formula": "C8H19NO", "method": "the ωB97M-V functional and the def2-TZVPD basis", "orbital_gap_ev": 9.87, "spin_multiplicity": 1, "total_charge": 0, "e_homo_ev": -9.190, "symbols": ["C", "C", "H", "C", "H", "C", "H", "O", "H", "H", "H", "C", "H", "H", "C", "H", "C", "H", "H", "H", "H", "N", "C", "H", "H", "H", "H", "H", "H"], "xyz": [[-2.459, -0.316, 0.333], [-2.147, -1.132, -0.898], [2.389, -1.083, -4.260], [2.775, -0.942, -3.179], [-3.203, 0.464, 0.124], [-1.254, 0.456, 0.939], [-0.859, 1.108, 0.145], [3.029, -1.876, -0.586], [0.750, 0.436, 0.007], [-1.853, 0.605, 2.929], [3.614, -0.119, -3.243], [-0.371, 2.116, 2.634], [2.247, 0.084, 1.018], [-1.910, -0.467, -1.725], [-1.576, 1.283, 2.167], [-2.882, -0.997, 1.105], [2.141, -1.041, -0.930], [-0.021, 2.799, 1.866], [-1.221, -1.761, -0.674], [-0.407, -0.237, 1.113], [-2.932, -1.756, -1.285], [1.745, -0.552, -2.088], [1.539, -0.401, 0.299], [-2.449, 1.936, 1.956], [-0.588, 2.676, 3.534], [0.473, 1.452, 2.847], [1.026, 0.270, -2.188], [1.028, -1.125, 0.931], [3.376, -1.879, -2.891]], "mulliken_charge": [-0.694, -1.060, 0.281, -0.777, 0.312, 0.171, 0.379, -0.672, -0.022, 0.346, 0.259, -1.221, 0.334, 0.239, -0.612, 0.318, 0.561, 0.318, 0.198, -0.180, 0.379, -0.217, -0.505, 0.339, 0.385, 0.249, 0.299, 0.300, 0.293]}

---

The most stable of them is arrangement B.

---

Arrangement A

{"formula": "C8H19NO", "method": "the ωB97M-V functional and the def2-TZVPD basis", "orbital_gap_ev": 10.02, "spin_multiplicity": 1, "total_charge": 0, "e_homo_ev": -9.182, "symbols": ["H", "H", "H", "H", "H", "H", "C", "H", "H", "H", "H", "H", "C", "H", "C", "O", "H", "N", "C", "H", "H", "C", "H", "H", "H", "C", "C", "C", "H"], "xyz": [[0.128, 0.518, 2.442], [-0.470, -0.858, 0.744], [-0.585, -2.410, -0.790], [-1.609, 0.366, 3.927], [1.336, -2.046, -3.449], [2.241, 2.010, 3.024], [0.177, 1.320, 3.175], [-1.415, 1.772, -2.888], [2.087, -0.679, -2.635], [-1.254, 1.915, 4.722], [1.050, -1.557, 1.163], [-0.444, 0.870, -4.081], [1.171, -1.014, -3.103], [0.878, -0.475, -4.001], [1.618, 1.404, 3.682], [-1.665, 0.002, -1.157], [-2.112, 0.338, -3.728], [0.099, -0.989, -2.108], [-1.220, 0.805, -3.326], [-0.147, 2.211, 2.638], [-0.291, 0.427, 5.078], [0.531, -1.039, 0.366], [1.182, -2.446, -1.152], [1.095, -0.107, 0.358], [1.640, 1.870, 4.664], [-0.813, 1.009, 4.316], [0.318, -1.839, -0.934], [-0.900, -0.086, -2.108], [2.034, 0.414, 3.794]], "mulliken_charge": [-0.455, 0.318, 0.262, 0.347, 0.320, 0.343, 0.600, 0.298, 0.313, 0.299, 0.508, 0.369, -1.002, 0.349, -1.293, -0.621, 0.246, 0.039, -1.075, 0.340, 0.336, -1.140, 0.442, 0.370, 0.391, -1.226, -0.757, 0.740, 0.339]}

---

Arrangement B

{"formula": "C8H19NO", "method": "the ωB97M-V functional and the def2-TZVPD basis", "orbital_gap_ev": 10.52, "spin_multiplicity": 1, "total_charge": 0, "e_homo_ev": -9.706, "symbols": ["H", "C", "H", "C", "H", "O", "H", "H", "H", "C", "H", "H", "C", "H", "C", "N", "H", "C", "H", "H", "H", "C", "H", "H", "H", "C", "H", "H", "H"], "xyz": [[-2.312, -0.760, 1.773], [-2.050, -0.425, 0.725], [-2.929, -0.320, -1.199], [-0.879, -1.189, 0.205], [-0.490, -0.691, -0.700], [0.188, 2.218, 0.520], [3.195, 0.170, 0.492], [3.642, 1.787, 0.074], [-0.116, -1.575, 2.216], [1.433, -2.041, 0.645], [-1.692, 0.585, 0.880], [0.586, -0.178, 1.312], [2.784, 1.165, 0.372], [2.311, -2.012, 1.270], [-0.222, 1.881, -1.772], [1.816, 1.193, -0.694], [-1.217, 1.576, -1.529], [0.601, 1.758, -0.526], [1.184, -3.106, 0.554], [-4.041, 0.216, 0.113], [2.297, 1.477, 1.273], [0.270, -1.247, 1.209], [-3.719, -1.466, -0.178], [-1.183, -2.201, -0.138], [-0.238, 2.923, -2.063], [-3.265, -0.477, -0.168], [1.711, -1.718, -0.381], [0.162, 1.306, -2.632], [2.177, 1.150, -1.655]], "mulliken_charge": [0.389, -0.277, 0.303, -0.473, -0.023, -0.633, 0.265, 0.341, 0.425, -1.432, 0.195, -0.020, -0.955, 0.370, -1.149, -0.101, 0.216, 0.627, 0.412, 0.362, 0.367, 0.054, 0.393, 0.517, 0.390, -1.441, 0.269, 0.354, 0.254]}

---

The most stable of them is arrangement B.

---

Arrangement A

{"formula": "C41H29Br4INOPTi", "method": "the ωB97M-V functional and the def2-TZVPD basis", "orbital_gap_ev": [6.80, 7.38], "spin_multiplicity": 3, "total_charge": 0, "e_homo_ev": [-7.277, -7.873], "symbols": ["H", "H", "C", "C", "C", "C", "H", "C", "H", "H", "H", "H", "C", "C", "H", "C", "H", "H", "H", "P", "C", "C", "H", "H", "H", "C", "H", "H", "Br", "C", "O", "H", "C", "Br", "C", "H", "C", "H", "H", "H", "C", "C", "H", "H", "H", "C", "C", "C", "H", "H", "C", "C", "C", "H", "C", "C", "C", "Ti", "C", "H", "C", "N", "H", "C", "C", "C", "C", "Br", "C", "Br", "C", "C", "C", "C", "C", "C", "C", "C", "I"], "xyz": [[0.147, 9.473, 0.380], [-0.549, -3.221, -3.964], [-2.684, 0.849, -1.034], [3.235, -4.882, 0.338], [-3.987, 0.888, -1.421], [-1.092, -2.310, -0.735], [2.704, 0.784, -2.805], [4.680, -0.997, 0.860], [-3.037, -1.912, 0.099], [0.673, -2.719, -1.900], [1.577, -6.216, 0.312], [-2.472, -3.658, 1.171], [-1.682, 0.786, -2.054], [-2.078, -3.323, 2.122], [0.361, -1.411, 3.476], [5.564, -2.046, 0.517], [5.089, -0.017, 1.065], [2.155, 1.508, -1.281], [2.184, 2.057, 5.064], [-0.149, -1.718, 0.724], [-0.489, -2.080, 3.417], [0.983, -4.151, 0.543], [-3.500, -4.478, 3.235], [5.719, -4.130, 0.148], [3.983, -5.653, 0.193], [3.670, -3.543, 0.474], [-1.156, 0.681, -5.392], [-0.669, -2.237, 5.540], [-5.333, 0.912, -0.123], [-3.176, -2.561, -1.936], [-2.280, 0.838, 0.237], [-4.257, -2.514, -1.939], [5.065, -3.292, 0.361], [-3.919, 0.722, -5.570], [-2.018, 0.762, -3.408], [-3.029, -3.156, -3.993], [1.337, -2.835, 0.683], [-5.398, 0.875, -3.064], [1.943, 5.786, -0.868], [-0.069, -4.411, 0.524], [-1.065, -2.553, 4.584], [1.775, 3.003, 4.753], [1.028, 3.549, 5.301], [-1.644, 8.200, 1.519], [-2.630, -3.752, 5.438], [-0.409, -2.667, -1.901], [1.158, 6.323, -0.351], [-2.488, -2.917, -3.086], [1.952, 8.260, -0.801], [2.209, -0.250, -1.460], [1.998, 0.687, -1.982], [3.333, -1.200, 0.976], [0.587, 0.704, -2.476], [-1.639, 5.725, 1.452], [-1.001, -2.446, 2.175], [-2.659, -3.799, 3.293], [-2.162, -3.404, 4.526], [-0.455, 0.988, 0.558], [-0.947, 0.705, -4.330], [6.623, -1.849, 0.415], [0.326, 0.687, -3.875], [-0.386, 0.732, -1.605], [1.163, 0.659, -4.560], [1.916, -5.192, 0.398], [2.737, -2.487, 0.717], [1.159, 7.709, -0.311], [0.137, 4.159, 0.252], [2.483, 3.797, 3.236], [-4.351, 0.857, -2.794], [-0.899, 1.337, 3.012], [-1.098, -2.958, -3.069], [0.144, 5.598, 0.278], [-0.862, 6.290, 0.954], [0.119, 2.942, 0.228], [-3.398, 0.793, -3.753], [-0.858, 7.676, 0.990], [-2.483, -2.234, -0.776], [0.149, 8.391, 0.356], [2.392, 0.488, 1.728]], "lowdin_spin": [0.000, 0.000, 0.002, 0.000, 0.000, 0.001, 0.000, 0.000, 0.000, 0.000, 0.000, 0.000, 0.006, 0.001, 0.000, 0.000, 0.000, 0.002, 0.038, 0.009, 0.001, 0.000, 0.000, 0.000, 0.000, 0.000, 0.000, 0.000, 0.000, 0.000, -0.004, 0.000, 0.000, 0.000, 0.000, 0.000, -0.001, 0.000, 0.000, 0.000, 0.000, 0.747, 0.037, 0.000, 0.000, 0.000, 0.002, 0.000, 0.000, 0.001, 0.005, 0.000, 0.010, 0.000, 0.003, 0.000, 0.000, 0.921, 0.008, 0.000, -0.001, 0.006, 0.000, 0.000, 0.000, 0.000, 0.010, 0.155, -0.001, 0.041, 0.000, 0.001, 0.002, -0.007, 0.000, 0.000, 0.000, 0.003, 0.003]}

---

Arrangement B

{"formula": "C41H29Br4INOPTi", "method": "the ωB97M-V functional and the def2-TZVPD basis", "orbital_gap_ev": [7.04, 7.46], "spin_multiplicity": 3, "total_charge": 0, "e_homo_ev": [-7.547, -7.950], "symbols": ["C", "C", "C", "C", "H", "C", "H", "H", "H", "C", "C", "O", "H", "H", "H", "C", "C", "C", "H", "C", "H", "H", "H", "H", "H", "C", "C", "H", "C", "C", "C", "C", "C", "C", "H", "H", "C", "C", "H", "C", "C", "H", "C", "H", "C", "H", "C", "C", "C", "I", "C", "Br", "N", "H", "H", "C", "H", "C", "Ti", "Br", "H", "C", "H", "C", "P", "C", "C", "C", "Br", "H", "C", "C", "H", "H", "C", "C", "C", "H", "Br"], "xyz": [[0.166, 0.808, -3.633], [1.667, 0.963, -1.611], [2.244, -4.686, 0.007], [-4.576, 0.395, -2.922], [-2.351, -4.663, 5.336], [1.805, 7.880, -0.249], [5.748, -2.865, -0.368], [1.949, 4.754, -1.549], [-0.683, -2.925, -3.903], [4.246, -0.164, 0.986], [-1.799, -3.857, 2.096], [-2.741, 0.608, 0.235], [-2.813, -5.483, 3.048], [-5.593, 0.286, -3.269], [0.620, 8.450, 1.446], [-0.542, -2.507, -1.809], [-1.084, -2.673, 2.270], [0.241, 4.005, 0.364], [-0.309, -1.280, 3.711], [5.259, -0.943, 0.400], [1.051, 0.879, -4.250], [-2.018, -4.226, 1.102], [-1.090, -2.557, 5.655], [-3.152, -3.121, -3.879], [1.674, 1.768, -0.874], [2.600, -1.954, 0.687], [1.663, 5.568, -0.895], [4.313, -4.688, -0.502], [-3.047, 0.579, -1.045], [0.914, 7.642, 0.788], [3.468, -4.113, -0.144], [-0.214, 2.892, 0.549], [-2.252, -4.569, 3.196], [-2.621, -2.414, -0.609], [1.922, 0.033, -1.099], [0.538, -2.428, -1.836], [-3.306, -2.717, -1.777], [-1.069, 0.680, -4.199], [2.208, 8.872, -0.403], [4.978, -2.221, 0.037], [1.165, -3.883, 0.405], [-0.297, 6.179, 1.796], [-3.545, 0.459, -3.812], [0.185, -4.339, 0.434], [0.396, 6.373, 0.988], [-3.179, -2.223, 0.301], [2.178, 6.839, -1.090], [-1.230, -2.321, -0.609], [-1.980, 0.655, -1.986], [1.725, 0.618, 2.240], [0.311, 0.848, -2.229], [1.130, 4.104, 3.899], [-0.737, 0.767, -1.433], [4.481, 0.830, 1.343], [2.084, -5.732, -0.214], [-1.993, -4.108, 4.479], [1.414, 2.507, 5.839], [-2.206, 0.598, -3.369], [-0.957, 0.957, 0.837], [-5.759, 0.281, -0.331], [-4.387, -2.783, -1.758], [-1.284, -2.931, 4.659], [-0.382, 3.078, 5.639], [-2.615, -2.902, -2.965], [-0.369, -1.715, 0.889], [0.765, 5.320, 0.147], [-4.325, 0.456, -1.538], [2.976, -0.650, 1.143], [-3.919, 0.333, -5.666], [2.872, 7.019, -1.901], [0.666, 3.151, 5.408], [-1.231, -2.791, -2.978], [6.253, -0.532, 0.282], [-1.185, 0.641, -5.274], [1.287, -2.545, 0.700], [-0.835, -2.213, 3.561], [3.674, -2.754, 0.188], [2.428, 1.151, -2.367], [-1.594, 1.246, 3.251]], "lowdin_spin": [0.000, 0.004, 0.000, -0.001, 0.000, 0.002, 0.000, 0.000, 0.000, 0.000, 0.000, -0.002, 0.000, 0.000, 0.000, 0.000, 0.003, 0.006, 0.001, 0.000, 0.000, 0.000, 0.000, 0.000, 0.002, 0.000, 0.001, 0.000, 0.002, 0.000, 0.000, -0.006, 0.000, 0.000, 0.001, 0.000, 0.000, 0.005, 0.000, 0.000, 0.000, 0.000, 0.000, 0.000, 0.001, 0.000, 0.000, 0.000, 0.003, 0.004, 0.006, 0.167, 0.005, 0.000, 0.000, 0.000, 0.041, 0.000, 0.940, 0.000, 0.000, 0.000, 0.036, 0.000, 0.008, 0.000, -0.001, 0.000, 0.000, 0.000, 0.740, 0.000, 0.000, 0.000, -0.001, 0.000, 0.000, 0.000, 0.034]}

---

The most stable of them is arrangement B.

---

Arrangement A

{"formula": "C5H10N2", "method": "the ωB97M-V functional and the def2-TZVPD basis", "orbital_gap_ev": 9.93, "spin_multiplicity": 1, "total_charge": 0, "e_homo_ev": -9.122, "symbols": ["H", "N", "C", "H", "H", "H", "N", "H", "H", "H", "C", "H", "C", "C", "H", "H", "C"], "xyz": [[-0.403, 2.247, 0.988], [2.452, -0.105, -0.636], [-0.675, 1.557, 0.173], [2.273, -0.956, -1.177], [1.436, 1.376, 0.335], [0.017, -0.827, -2.024], [-1.517, 1.916, -0.690], [-1.454, -1.264, -1.125], [-1.375, -0.773, 1.609], [0.159, -0.192, 2.231], [-0.366, -1.171, -1.059], [-1.771, 2.908, -0.693], [-0.293, -0.793, 1.436], [0.044, -0.237, 0.065], [0.038, -1.833, 1.539], [0.054, -2.175, -0.919], [1.382, 0.321, -0.053]], "mulliken_charge": [0.415, -0.727, -0.377, 0.251, 0.276, 0.394, -0.526, 0.387, 0.370, 0.368, -1.758, 0.261, -1.453, 1.434, 0.376, 0.440, -0.130]}

---

Arrangement B

{"formula": "C5H10N2", "method": "the ωB97M-V functional and the def2-TZVPD basis", "orbital_gap_ev": 10.38, "spin_multiplicity": 1, "total_charge": 0, "e_homo_ev": -9.191, "symbols": ["H", "C", "H", "H", "N", "H", "N", "C", "H", "H", "C", "H", "H", "H", "H", "C", "C"], "xyz": [[-0.653, 2.394, -0.702], [0.069, 1.688, 1.229], [1.219, -1.015, 0.727], [0.294, 0.748, 1.744], [0.692, 0.866, -1.201], [-0.833, 2.112, 1.692], [0.383, -1.591, 0.780], [-0.207, 1.512, -0.249], [-1.664, -1.273, 0.278], [0.895, 2.392, 1.403], [-0.660, -1.084, -0.101], [-1.264, 0.218, -1.703], [-0.255, -3.264, -0.438], [0.879, -2.104, -1.296], [1.516, 0.452, -0.792], [-0.561, 0.205, -0.871], [0.150, -2.257, -0.501]], "mulliken_charge": [0.360, -1.258, 0.260, 0.396, -0.672, 0.289, -0.622, 0.052, 0.368, 0.294, -0.043, 0.398, 0.274, 0.208, 0.261, -0.140, -0.424]}

---

The most stable of them is arrangement B.

---

Arrangement A

{"formula": "C5H10N2", "method": "the ωB97M-V functional and the def2-TZVPD basis", "orbital_gap_ev": [6.80, 6.80], "spin_multiplicity": 1, "total_charge": 0, "e_homo_ev": [-7.071, -7.073], "symbols": ["H", "C", "H", "H", "H", "C", "H", "N", "C", "H", "H", "H", "C", "C", "H", "N", "H"], "xyz": [[-1.650, -1.518, 0.048], [1.537, -1.016, -0.448], [2.220, -0.662, -1.221], [-1.517, 1.744, 2.233], [0.651, 1.449, -1.547], [0.118, -0.599, -0.775], [-0.178, -0.517, -2.681], [-0.867, -1.012, 0.454], [-1.004, 0.028, 1.175], [-1.202, 0.207, 3.232], [0.834, 1.738, 0.176], [1.863, -0.605, 0.507], [0.180, 1.296, -0.576], [-1.245, 0.698, 2.266], [1.574, -2.107, -0.398], [-0.545, -0.956, -1.839], [-0.771, 1.831, -0.607]], "mulliken_charge": [0.353, -1.271, 0.291, 0.271, 0.424, 0.945, 0.235, -0.248, 0.521, 0.278, 0.378, 0.295, -1.531, -0.879, 0.411, -0.929, 0.456]}

---

Arrangement B

{"formula": "C5H10N2", "method": "the ωB97M-V functional and the def2-TZVPD basis", "orbital_gap_ev": 9.99, "spin_multiplicity": 1, "total_charge": 0, "e_homo_ev": -9.097, "symbols": ["C", "H", "H", "N", "H", "C", "H", "C", "N", "H", "H", "H", "C", "H", "H", "H", "C"], "xyz": [[0.246, 0.859, -1.088], [1.199, -0.106, 0.440], [-0.583, 0.936, -1.793], [1.279, 1.824, -1.188], [2.204, 3.127, -2.346], [1.330, 2.493, -2.261], [-0.720, -2.014, -0.451], [-0.827, -1.051, 0.059], [0.023, -1.504, 2.432], [0.609, 2.615, -3.074], [-1.723, -0.600, -0.369], [0.796, -2.031, 2.024], [-1.132, -1.325, 1.549], [0.394, -0.593, 2.667], [-1.551, -0.390, 1.918], [-1.856, -2.129, 1.668], [0.311, -0.112, -0.186]], "mulliken_charge": [-0.336, 0.382, 0.304, -0.408, 0.257, -0.244, 0.306, -0.521, -0.628, 0.235, 0.303, 0.245, -0.662, 0.295, 0.330, 0.306, -0.162]}

---

The most stable of them is arrangement B.